No. 1
DFT (ωB97M-V/def2-TZVPD) results for a single C18H26N2O3S molecule in a non-equilibrium geometry.

Structure (XYZ):
```
50
C18H26N2O3S (ωB97M-V/def2-TZVPD)
C -3.93344 -1.00409 -2.34572
C -3.31631 0.08793 -1.52865
C -2.48306 1.03737 -2.11003
C -1.89858 2.02960 -1.34070
C -2.15730 2.07603 0.01497
S -1.27319 3.24878 1.03658
O -2.00710 3.49244 2.24065
O -0.85107 4.35867 0.23570
N 0.11392 2.40902 1.46841
C 0.99169 2.11678 0.36048
C 2.32508 1.56929 0.88480
N 2.08516 0.42092 1.72415
C 2.39471 -0.88710 1.51674
O 1.99791 -1.73855 2.29472
C 3.30340 -1.26799 0.36356
C 2.59096 -1.97933 -0.80646
C 1.56317 -1.09373 -1.52880
C 0.21966 -1.50233 -0.93450
C 0.35824 -3.01805 -0.83920
C 1.79637 -3.22170 -0.34867
C 1.23040 0.76173 2.84683
C -0.11323 1.27157 2.33073
C -2.99369 1.15159 0.61271
C -3.57211 0.16245 -0.16124
H -3.59340 -1.97638 -1.99094
H -3.67056 -0.90507 -3.39539
H -5.01783 -0.97918 -2.25297
H -2.28593 0.99825 -3.17141
H -1.25841 2.78059 -1.77613
H 1.14346 3.05121 -0.18083
H 0.53239 1.37737 -0.31412
H 2.97175 1.32465 0.04470
H 2.81005 2.34363 1.49037
H 3.86426 -0.41589 -0.01694
H 4.01934 -1.97861 0.78472
H 3.38042 -2.26856 -1.50706
H 1.56613 -1.33205 -2.59456
H 1.77788 -0.03194 -1.42666
H 0.10252 -1.08253 0.06596
H -0.62703 -1.18511 -1.54372
H -0.37052 -3.46356 -0.16424
H 0.22589 -3.45976 -1.82905
H 2.22718 -4.14096 -0.74319
H 1.80776 -3.28249 0.73802
H 1.09364 -0.13522 3.45220
H 1.71718 1.54260 3.43833
H -0.74617 1.61155 3.14992
H -0.62419 0.45841 1.78993
H -3.19088 1.23256 1.66995
H -4.22652 -0.56481 0.29606
```

Values from the calculation:
**Energy above the lowest of the compared OMol25 structures with the same formula, charge and spin**: 48.4 kJ/mol
**HOMO level**: -0.34437 Ha
**LUMO energy**: 0.6 eV
**SMILES string**: Cc1ccc(S(=O)(=O)N2CCN(C(=O)CC3CCCC3)CC2)cc1
**Gap between HOMO and LUMO**: 0.3658 hartree
**Spin multiplicity**: 1

Need the Löwdin charges? In units of e they are: -0.044, -0.279, -0.035, -0.058, -0.276, 0.670, -0.275, -0.279, -0.220, -0.178, -0.115, -0.042, -0.444, 0.045, -0.060, -0.283, -0.149, -0.188, -0.178, -0.145, -0.104, -0.172, -0.056, -0.024, 0.084, 0.076, 0.085, 0.115, 0.116, 0.126, 0.105, 0.111, 0.135, 0.104, 0.132, 0.134, 0.118, 0.091, 0.097, 0.097, 0.109, 0.109, 0.110, 0.095, 0.125, 0.136, 0.124, 0.121, 0.116, 0.119

***

No. 2
DFT (ωB97M-V/def2-TZVPD) results for a single C4H5NO molecule in a non-equilibrium geometry.

Structure (XYZ):
```
11
C4H5NO (ωB97M-V/def2-TZVPD)
O -0.15040 0.58464 -2.05851
C -0.06554 0.18812 -0.74685
C -0.17788 1.19278 0.24613
N 0.01422 0.83592 1.48219
C 0.06807 -1.35137 1.14132
C 0.07279 -1.06680 -0.20984
H -0.03082 -0.17897 -2.63124
H -0.45135 2.20693 -0.07124
H -0.25247 1.59190 2.12781
H 0.97397 -1.92426 1.44579
H -0.00623 -2.07361 -0.64170
```

Values from the calculation:
**Energy above the lowest of the compared OMol25 structures with the same formula, charge and spin**: 434.3 kJ/mol
**HOMO level**: -0.27534 Ha
**LUMO energy**: 0.5 eV
**Gap between HOMO and LUMO**: 0.2929 hartree
**Spin multiplicity**: 1

Need the Löwdin charges? In units of e they are: 0.023, -0.358, -0.169, 0.075, 0.118, -0.183, 0.101, 0.135, 0.081, 0.050, 0.126

***

No. 3
DFT (ωB97M-V/def2-TZVPD) results for 6 unconnected molecules or ions with the total composition C30H69O18P3S3 in a non-equilibrium geometry.

Structure (XYZ):
```
123
C30H69O18P3S3 (ωB97M-V/def2-TZVPD)
C -5.89099 -5.90924 -3.41839
C -7.07781 -5.53412 -4.32810
O -8.15045 -6.48678 -3.98653
P -8.52008 -7.76361 -4.98985
O -7.89759 -7.46995 -6.32851
O -8.05528 -9.09154 -4.26575
C -8.59378 -9.40542 -2.98569
C -7.55228 -9.34806 -1.90695
O -10.18724 -7.65252 -4.98836
C -10.82196 -7.00348 -6.09633
C -12.17425 -6.39173 -6.03040
H -6.03118 -5.77310 -2.34605
H -5.63342 -6.93428 -3.68493
H -5.08134 -5.18164 -3.47458
H -7.52838 -4.55410 -4.17112
H -6.61008 -5.46497 -5.31022
H -9.48984 -8.84076 -2.72814
H -8.79339 -10.46695 -2.83932
H -6.81401 -10.11426 -2.14359
H -6.99028 -8.41992 -1.80300
H -8.01388 -9.52290 -0.93513
H -10.13386 -6.31331 -6.58446
H -10.84252 -7.86323 -6.76605
H -12.98005 -6.95788 -5.56321
H -12.09291 -5.61574 -5.26927
H -12.50553 -5.98840 -6.98731
C -8.62873 -5.69118 4.86417
C -9.32310 -5.00210 3.67164
O -8.36624 -4.25723 2.96496
P -8.35819 -2.58059 3.00933
O -7.27907 -1.92774 2.22755
O -8.35337 -2.18969 4.57296
C -7.10927 -1.89669 5.17618
C -6.83780 -2.68244 6.39657
O -9.82780 -2.23642 2.48452
C -10.31330 -2.46292 1.13646
C -10.14883 -1.17975 0.36677
H -7.66881 -6.12957 4.59129
H -8.44275 -4.89266 5.58243
H -9.25071 -6.53527 5.16206
H -9.79951 -5.77505 3.06859
H -10.23504 -4.45813 3.91776
H -6.29169 -2.07305 4.47722
H -7.04498 -0.81923 5.32799
H -6.90432 -3.75428 6.20990
H -5.96636 -2.36405 6.96869
H -7.65572 -2.75079 7.11380
H -9.81768 -3.22481 0.53482
H -11.29812 -2.87752 0.92116
H -10.66319 -1.05460 -0.58605
H -10.37322 -0.44148 1.13665
H -9.10395 -0.96327 0.14444
C 13.74753 13.67135 1.41190
C 14.14647 13.60351 2.91693
O 14.13782 12.19769 3.29857
P 12.83934 11.34380 3.80862
O 12.01796 12.06391 4.79908
O 13.27243 9.85237 4.25511
C 12.42891 9.12865 5.09197
C 12.94082 9.26717 6.54598
O 12.04922 10.93253 2.46395
C 10.81191 10.33986 2.32496
C 10.83840 8.82156 1.92847
H 14.45601 13.51189 0.59904
H 13.12081 12.82579 1.12845
H 13.15447 14.53387 1.10789
H 15.10609 14.12042 2.91299
H 13.54850 14.02111 3.72695
H 11.42288 9.54819 5.09170
H 12.23263 8.12562 4.71316
H 12.27627 8.85675 7.30625
H 13.89140 8.73575 6.50007
H 13.05723 10.34978 6.59595
H 10.20760 10.66143 3.17320
H 10.34260 10.70054 1.40968
H 9.93956 8.34758 1.53410
H 11.61021 8.63191 1.18254
H 11.09643 8.31683 2.85947
O 1.45904 1.91893 3.36020
S 2.12829 2.00355 2.03739
O 3.42852 2.64572 1.96566
C 2.12749 0.40015 1.23800
C 1.17003 0.47919 0.00667
C 0.09513 1.65650 0.24823
C 0.89009 2.77152 0.82085
H 2.09709 -0.40863 1.96810
H 3.16319 0.28613 0.91795
H 1.82245 0.87734 -0.77045
H 0.82388 -0.53037 -0.21486
H -0.75626 1.25974 0.80124
H -0.34348 1.90363 -0.71854
H 0.35588 3.48860 1.44415
H 1.67892 3.23891 0.23144
O 5.57357 6.61715 -6.03580
S 4.58265 5.73075 -6.71859
O 3.26705 5.51331 -6.25417
C 4.40430 6.39463 -8.53930
C 5.43338 5.58179 -9.35884
C 6.33970 4.81336 -8.32319
C 5.51192 4.16663 -7.12185
H 4.56232 7.47231 -8.58069
H 3.38602 6.09041 -8.78151
H 5.02881 4.63678 -9.72130
H 6.19346 6.01329 -10.01013
H 7.02515 5.57179 -7.94499
H 6.76566 3.98349 -8.88706
H 6.00779 3.77703 -6.23278
H 4.81139 3.49062 -7.61214
O 3.02900 -8.75311 4.29060
S 2.81729 -7.59346 3.41872
O 3.77165 -6.47960 3.51086
C 2.69619 -8.19535 1.74523
C 1.22537 -8.25986 1.39808
C 0.60183 -7.01438 2.02801
C 1.12123 -6.95269 3.48878
H 3.18627 -9.16890 1.73380
H 3.05405 -7.48841 0.99672
H 0.92104 -8.40755 0.36190
H 0.99725 -9.19564 1.90835
H -0.48437 -7.02856 1.93818
H 1.02120 -6.09503 1.61937
H 0.51022 -7.46160 4.23427
H 1.32895 -5.97156 3.91583
```

Values from the calculation:
**Energy above the lowest of the compared OMol25 structures with the same formula, charge and spin**: 581.3 kJ/mol
**HOMO level**: -0.37092 Ha
**LUMO energy**: 0.3 eV
**SMILES string**: CCOP(=O)(OCC)OCC.CCOP(=O)(OCC)OCC.CCOP(=O)(OCC)OCC.O=S1(=O)CCCC1.O=S1(=O)CCCC1.O=S1(=O)CCCC1
**Gap between HOMO and LUMO**: 0.3817 hartree
**Spin multiplicity**: 1

Atomic partial charges in e from the Löwdin method, atoms 1 to 99: -0.086, -0.240, -0.219, 0.535, -0.264, -0.148, -0.283, -0.084, -0.204, -0.307, -0.079, 0.068, 0.078, 0.070, 0.112, 0.107, 0.119, 0.119, 0.084, 0.066, 0.086, 0.113, 0.116, 0.076, 0.076, 0.089, -0.056, -0.308, -0.193, 0.508, -0.236, -0.163, -0.300, -0.081, -0.181, -0.266, -0.086, 0.081, 0.047, 0.077, 0.110, 0.115, 0.110, 0.127, 0.058, 0.090, 0.081, 0.115, 0.118, 0.082, 0.082, 0.072, -0.070, -0.196, -0.203, 0.498, -0.235, -0.178, -0.327, -0.045, -0.196, -0.282, -0.048, 0.073, 0.053, 0.072, 0.110, 0.110, 0.102, 0.113, 0.079, 0.076, 0.070, 0.119, 0.108, 0.075, 0.080, 0.041, -0.364, 0.709, -0.338, -0.248, -0.167, -0.207, -0.212, 0.102, 0.091, 0.105, 0.108, 0.115, 0.108, 0.103, 0.097, -0.366, 0.707, -0.334, -0.160, -0.210, -0.254